--- i ---
Formula: C3H6ClN
Source: the Open Molecules 2025 dataset
Level of theory: ωB97M-V/def2-TZVPD

Atoms and positions in Å:
Cl -0.28 0.65 -2.19
C 0.54 0.18 -0.81
C -0.23 -0.97 -0.17
N -0.85 -0.02 0.87
C 0.22 0.96 0.50
H 1.63 -0.02 -1.06
H 0.36 -1.73 0.33
H -1.10 -1.59 -0.63
H -1.03 -0.37 1.78
H -0.21 1.92 0.13
H 0.95 0.99 1.25

Computed properties:
**LUMO**: 1.01 eV
**SMILES**: ClC1CNC1
**HOMO-LUMO gap**: 9.842 eV

Löwdin atomic charge list, values in e, 2 entries: atom 1 (Cl): 0.6948, atom 2 (C): -0.7707

***

--- ii ---
Formula: C3H6ClN
Source: the Open Molecules 2025 dataset
Level of theory: ωB97M-V/def2-TZVPD

Atoms and positions in Å:
Cl 2.71 0.18 -0.12
C 1.20 -0.61 0.36
C 0.09 -0.10 -0.49
C -0.97 0.76 0.23
N -1.35 -0.53 -0.09
H 1.12 -1.68 0.25
H 1.13 -0.34 1.36
H 0.33 0.22 -1.55
H -1.45 1.66 -0.24
H -0.97 0.90 1.32
H -1.84 -0.47 -1.02

Computed properties:
**LUMO**: 1.10 eV
**SMILES**: ClC[C@@H]1CN1
**HOMO-LUMO gap**: 11.000 eV

Löwdin atomic charge list, values in e, 2 entries: atom 1 (Cl): 0.5690, atom 2 (C): -0.5872

***

--- iii ---
Formula: C3H6ClN
Source: the Open Molecules 2025 dataset
Level of theory: ωB97M-V/def2-TZVPD

Atoms and positions in Å:
C -0.39 1.80 -0.24
C -0.24 -1.47 -0.23
C 0.62 -0.26 0.13
N 0.26 0.81 -0.62
Cl 2.35 -0.54 0.09
H -0.72 2.46 -0.95
H -0.91 1.86 0.83
H -0.93 -1.69 0.49
H -0.79 -1.13 -1.03
H 0.43 -2.23 -0.53
H 0.32 0.39 2.04

Computed properties:
**LUMO (spin up / spin down)**: -0.03 / -0.03 eV
**HOMO-LUMO gap (spin up / spin down)**: 8.652 / 8.654 eV

Löwdin atomic charge list, values in e, 2 entries: atom 1 (C): -0.0361, atom 2 (C): -0.0839

***

ii is favored, and the nearest alternative lies 10.5 kJ/mol above it.

***

--- i ---
Formula: CH3OP
Source: the Open Molecules 2025 dataset
Level of theory: ωB97M-V/def2-TZVPD

Atoms and positions in Å:
C 0.26 -1.53 -1.08
O 0.77 -2.32 -1.79
P -0.17 1.22 -0.37
H -0.57 -1.81 -0.37
H 0.33 0.28 0.72
H 1.04 1.82 -0.55

Computed properties:
**LUMO (spin up / spin down)**: -0.99 / -0.48 eV
**HOMO-LUMO gap (spin up / spin down)**: 7.859 / 8.226 eV

Löwdin atomic charge list, values in e, 2 entries: atom 1 (C): -0.1954, atom 2 (O): 0.0248

***

--- ii ---
Formula: CH3OP
Source: the Open Molecules 2025 dataset
Level of theory: ωB97M-V/def2-TZVPD

Atoms and positions in Å:
C -0.01 0.29 -0.57
O -0.45 -1.07 -0.37
P -1.01 -0.11 0.87
H 1.13 0.45 -0.48
H -0.24 0.57 -1.51
H 0.59 -0.12 2.06

Computed properties:
**LUMO**: 0.21 eV
**HOMO-LUMO gap**: 9.800 eV

Löwdin atomic charge list, values in e, 2 entries: atom 1 (C): -0.4841, atom 2 (O): -0.4794

***

--- iii ---
Formula: CH3OP
Source: the Open Molecules 2025 dataset
Level of theory: ωB97M-V/def2-TZVPD

Atoms and positions in Å:
C -0.02 -0.49 0.46
O 0.13 -0.57 -0.93
P 0.76 0.84 -0.45
H -1.10 -0.12 0.73
H 0.47 -1.35 0.92
H -0.24 1.69 -0.74

Computed properties:
**LUMO**: 0.88 eV
**SMILES**: C1OP1
**HOMO-LUMO gap**: 10.443 eV

Löwdin atomic charge list, values in e, 2 entries: atom 1 (C): -0.4289, atom 2 (O): -0.4572

***

iii is favored, and the nearest alternative lies 124.4 kJ/mol above it.

***

--- i ---
Formula: C10H13O3
Source: the Open Molecules 2025 dataset
Level of theory: ωB97M-V/def2-TZVPD

Atoms and positions in Å:
C -0.80 -2.11 -1.06
C -0.24 -3.54 -1.28
C -1.48 -2.14 0.34
O -2.70 -2.37 0.29
O -0.71 -2.09 1.33
H 0.05 -1.47 -1.11
H -1.54 -1.87 -1.81
H 0.28 -3.74 -0.34
H 0.50 -3.55 -2.01
H -1.04 -4.29 -1.36
C 2.13 3.10 -2.02
C 1.00 0.29 0.35
C 1.57 0.95 -0.72
C 0.08 0.98 1.15
C 1.45 2.33 -0.89
C 0.00 2.37 1.03
C 0.67 3.04 0.02
O -0.74 0.40 2.04
H 1.15 -0.74 0.66
H 2.02 0.49 -1.57
H -0.75 -0.57 2.04
H -0.78 2.88 1.60
H 2.36 2.45 -2.88
H 3.13 3.36 -1.67
H 0.64 4.13 -0.04
H 1.45 3.86 -2.42

Computed properties:
**Net charge**: -1
**LUMO**: 3.21 eV
**HOMO-LUMO gap**: 7.795 eV

Löwdin atomic charge list, values in e, 2 entries: atom 1 (C): -0.1645, atom 2 (C): -0.1005

***

--- ii ---
Formula: C10H13O3
Source: the Open Molecules 2025 dataset
Level of theory: ωB97M-V/def2-TZVPD

Atoms and positions in Å:
C -2.48 -0.31 -0.09
C -2.20 -1.70 -0.63
C -2.60 -0.15 1.35
O -3.27 0.74 1.85
O -1.94 -1.01 2.04
H -1.62 0.35 -0.43
H -3.52 0.22 -0.43
H -1.46 -2.25 0.03
H -1.67 -1.90 -1.62
H -3.17 -2.45 -0.78
C 2.47 1.34 -2.17
C 1.99 -0.73 0.92
C 2.38 -0.28 -0.32
C 0.88 -0.09 1.57
C 1.84 0.82 -0.90
C 0.38 1.07 0.96
C 0.78 1.54 -0.26
O 0.43 -0.59 2.64
H 2.50 -1.59 1.44
H 3.35 -0.60 -0.85
H -0.80 -0.89 2.51
H -0.27 1.69 1.48
H 2.58 0.55 -2.92
H 3.27 1.91 -2.01
H 0.38 2.27 -0.73
H 1.78 2.04 -2.63

Computed properties:
**Net charge**: -1
**LUMO**: 3.40 eV
**HOMO-LUMO gap**: 7.449 eV

Löwdin atomic charge list, values in e, 2 entries: atom 1 (C): -0.2077, atom 2 (C): -0.1418

***

i is favored, and the nearest alternative lies 163.5 kJ/mol above it.

***

--- i ---
Formula: C3H5N2
Source: the Open Molecules 2025 dataset
Level of theory: ωB97M-V/def2-TZVPD

Atoms and positions in Å:
C 0.49 -0.26 -1.08
C 0.52 -0.19 1.13
C -0.93 0.10 -0.54
N 1.22 -0.40 -0.04
N -0.73 0.17 0.84
H 0.90 -0.58 -2.16
H 2.89 0.45 2.39
H -1.09 1.12 -0.93
H -1.69 -0.57 -0.96
H -1.58 0.16 1.36

Computed properties:
**Net charge**: +1
**LUMO (spin up / spin down)**: -7.78 / -6.20 eV
**HOMO-LUMO gap (spin up / spin down)**: 7.208 / 9.988 eV

Löwdin atomic charge list, values in e, 2 entries: atom 1 (C): 0.0033, atom 2 (C): 0.1131

***

--- ii ---
Formula: C3H5N2
Source: the Open Molecules 2025 dataset
Level of theory: ωB97M-V/def2-TZVPD

Atoms and positions in Å:
H 2.15 -1.47 0.15
N 1.27 -1.03 0.03
C 1.36 0.21 0.09
N 0.02 0.70 -0.10
C -0.89 -0.19 -0.07
C -1.99 -0.79 0.15
H 2.10 1.01 0.01
H -0.33 1.46 -0.64
H -2.20 -0.76 -0.94
H -2.34 -1.35 1.02

Computed properties:
**Net charge**: +1
**LUMO**: -5.56 eV
**SMILES**: [H]/N=C/[NH+]=C=C
**HOMO-LUMO gap**: 10.253 eV

Löwdin atomic charge list, values in e, 2 entries: atom 1 (H): 0.0824, atom 2 (N): 0.1768

***

ii is favored, and the nearest alternative lies 288.6 kJ/mol above it.